121
Properties=species:S:1:pos:R:3:forces:R:3:mulliken_charge:R:1 method="wB97M-V/def2-TZVPD" homo_energy_ev=-7.3 gap_ev=9.09 total_charge=-1
F -0.33879 -0.45571 -1.45749 -0.2 0.0 -0.1 -0.66
C 2.31090 3.80107 -1.14858 0.3 -1.1 0.2 0.41
O 2.64184 4.69966 -1.92504 -0.2 0.6 0.0 -0.78
N 2.78097 3.67684 0.11211 -0.6 -1.7 1.0 -0.30
N 1.54760 2.76706 -1.54594 -0.8 -1.0 0.3 0.30
H 2.54361 2.80445 0.65359 0.3 1.7 -0.8 0.16
H 3.13065 4.48679 0.54957 0.5 0.6 0.6 0.21
H 1.37248 2.80127 -2.52920 -0.6 -0.5 -0.1 0.27
H 1.09618 2.01859 -0.97115 1.0 1.4 -0.8 -0.21
C 2.40362 -0.12560 0.63882 -0.8 0.2 -2.1 -0.18
O 3.36708 -0.42820 1.32181 0.2 0.1 0.5 -0.70
N 2.31803 -0.44722 -0.70307 1.4 0.4 2.3 0.32
N 1.36369 0.65992 1.08265 0.1 0.4 0.6 1.14
H 3.00919 -1.10840 -0.94348 0.7 -0.7 -0.7 0.10
H 1.46565 -0.39579 -1.18443 -1.5 0.0 -0.5 0.11
H 1.45800 0.86346 2.06764 -0.4 0.0 -0.1 -0.20
H 0.42695 0.66769 0.67004 0.6 -0.4 0.2 -0.47
C 0.37108 -3.04184 2.75251 -0.6 2.3 -0.8 0.51
O -0.62137 -3.16303 2.02405 0.3 -0.7 0.3 -0.76
N 1.55772 -2.57770 2.22314 0.8 -0.7 2.1 0.05
N 0.29911 -3.02864 4.11631 0.1 -0.5 -0.2 -0.38
H 2.34971 -2.35694 2.86859 -1.0 -0.2 -1.2 0.25
H 1.65360 -2.47144 1.23173 0.1 -0.1 0.0 -0.20
H -0.60826 -3.10678 4.56341 0.5 -0.1 -0.3 0.21
H 1.14126 -2.84794 4.64486 -0.1 0.1 0.3 0.17
C -5.88230 0.61234 3.85557 -0.1 -0.7 0.4 0.65
O -6.25840 1.52242 4.56014 -0.2 1.0 0.7 -0.68
N -6.68682 0.02449 2.94399 -0.3 -0.8 -2.0 -0.47
N -4.68936 -0.03197 3.99342 0.9 -0.3 -0.5 -0.33
H -6.25232 -0.67093 2.31541 -0.5 0.5 0.5 0.22
H -7.44530 0.56555 2.53735 0.4 -0.1 0.4 0.24
H -4.07561 0.20610 4.76546 -0.2 0.1 -0.5 0.22
H -4.30991 -0.48921 3.15669 -0.1 0.1 0.9 0.14
C -4.03509 -1.68756 0.27337 0.8 1.8 -3.2 0.60
O -4.80428 -2.12757 1.07196 -1.2 -0.9 2.2 -0.66
N -2.72921 -2.06424 0.08492 0.2 0.3 0.5 -0.12
N -4.47571 -0.76619 -0.71076 -0.3 -0.5 0.9 -0.45
H -2.28358 -2.44834 0.92155 0.1 0.0 -0.5 0.19
H -2.13003 -1.46416 -0.50365 -0.3 -0.5 0.6 -0.03
H -5.42979 -0.37551 -0.54014 1.7 -0.3 -0.3 0.25
H -3.71216 -0.21552 -1.09323 -0.8 0.4 0.0 0.18
C -3.66035 4.72514 3.94599 -1.9 -0.5 0.6 0.46
O -2.83811 4.89267 3.06392 0.2 0.1 0.0 -0.64
N -4.44543 3.59903 4.10529 2.4 0.8 -1.2 -0.21
N -3.99690 5.72150 4.90424 1.6 -0.5 0.3 -0.65
H -4.33012 2.85642 3.43141 -0.1 0.1 0.1 0.08
H -5.28515 3.64682 4.60498 -1.1 -0.2 0.7 0.26
H -4.17037 5.27325 5.83257 0.3 0.8 -1.1 0.26
H -3.18799 6.37685 4.92633 -1.1 -0.5 0.3 0.30
C -0.17252 1.28257 -4.54835 -0.5 -1.6 0.6 0.46
O -0.03365 1.98968 -5.50713 0.7 1.0 -1.1 -0.70
N 0.88985 0.76688 -3.79971 -2.3 -0.8 0.5 -0.14
N -1.50679 0.89770 -4.19258 2.4 -0.9 1.4 -0.50
H 0.60736 0.04364 -3.09911 0.5 1.1 -0.6 -0.12
H 1.80419 0.73673 -4.20778 0.1 0.1 -0.2 0.25
H -2.05954 1.71581 -4.22464 -0.9 0.9 -0.2 0.36
H -1.53424 0.46817 -3.25703 -0.1 0.1 -0.6 0.22
C -0.19812 2.40932 3.82821 1.9 0.8 0.3 0.40
O 0.64683 2.55880 4.72755 -0.1 -0.8 0.6 -0.90
N -0.33627 3.38781 2.94589 0.0 2.1 -0.5 0.04
N -0.82750 1.25540 3.58851 -0.9 -1.8 -0.3 -0.02
H -1.16288 3.41506 2.42542 -1.3 -0.3 -1.0 -0.28
H -0.07205 4.33750 3.20397 0.2 -0.7 0.3 0.27
H -1.42505 1.08117 2.76191 0.6 0.8 0.4 0.32
H -0.23790 0.47485 3.81394 -0.2 -0.4 0.5 0.08
C 2.30171 -0.44518 5.37976 1.8 -2.1 0.1 0.48
O 2.82244 -1.62194 5.32157 -1.9 2.8 0.2 -0.76
N 1.35401 -0.05406 6.28145 -0.5 -2.1 1.2 -0.29
N 2.75962 0.59263 4.65135 -0.6 0.7 -1.2 -0.36
H 0.74276 0.72340 6.21229 0.1 1.1 -0.7 0.25
H 0.98229 -0.74909 6.92196 0.5 0.0 -0.5 0.22
H 2.06689 1.37304 4.56277 1.0 -0.4 0.1 0.28
H 3.37159 0.38535 3.86054 -0.4 -0.1 0.3 0.22
C -2.44078 -5.34179 -4.19261 0.6 -1.7 1.2 0.48
O -2.87089 -6.25057 -4.88173 0.4 0.2 -0.5 -0.64
N -1.28827 -5.38239 -3.43899 0.0 1.6 0.2 -0.35
N -3.13394 -4.22900 -3.90996 -0.2 0.8 -0.6 -0.33
H -0.63375 -6.12621 -3.49824 0.3 -0.3 -0.3 0.21
H -0.97193 -4.44509 -3.14559 0.2 -1.2 -0.3 0.24
H -3.95409 -4.17425 -4.45828 -1.0 0.5 0.1 0.20
H -3.02165 -3.78053 -3.02447 -0.3 0.3 0.1 0.21
C -1.99666 2.41235 0.17888 -1.2 -0.7 -0.1 0.52
O -2.16468 1.70474 1.21019 0.6 1.5 -0.9 -0.34
N -2.06977 3.80202 0.17196 0.4 -0.9 -0.4 -0.21
N -1.89165 1.77968 -1.03649 0.6 0.0 -0.5 -0.02
H -2.04468 4.37540 -0.67161 -0.1 -1.0 0.0 0.04
H -2.35482 4.29803 0.99069 -0.3 -0.2 0.7 0.18
H -1.40604 0.84415 -1.14838 -0.4 1.0 0.7 -0.36
H -1.83613 2.35034 -1.87978 0.1 0.2 0.4 0.17
C 1.75624 -3.40262 -2.48530 -2.7 0.1 3.8 0.21
O 2.55813 -4.07263 -3.05418 1.3 -0.6 -1.1 -0.71
N 1.52579 -3.61323 -1.06232 -0.3 -0.1 -0.6 0.04
N 0.90035 -2.45442 -2.99359 0.7 -1.5 1.2 0.00
H 0.74864 -3.15816 -0.57687 0.2 0.0 -0.7 0.01
H 1.61298 -4.56353 -0.70237 0.2 0.3 -0.6 0.25
H 1.34736 -1.98755 -3.72404 0.2 1.1 -1.6 0.28
H 0.42455 -1.90701 -2.28270 -0.3 0.5 -0.2 -0.15
C 4.98038 -4.32874 -5.59802 0.1 0.8 0.4 0.44
O 5.37108 -4.47971 -6.73727 0.3 -0.4 -0.6 -0.67
N 5.16270 -3.16359 -4.90962 0.1 1.0 0.5 -0.23
N 4.36456 -5.33847 -4.89415 -0.2 -0.9 -0.2 -0.38
H 5.76435 -2.36247 -5.12655 -0.4 -1.2 -0.7 0.18
H 4.63306 -2.95532 -4.09208 -0.2 -0.4 0.7 0.19
H 4.11300 -6.12862 -5.46416 0.1 0.1 -0.2 0.21
H 3.78928 -5.26583 -4.06746 0.3 0.8 -0.2 0.39
C 5.41425 -2.38442 -1.10985 -1.2 -0.5 -1.1 0.52
O 5.22136 -1.96370 -2.26382 0.3 -0.6 1.2 -0.64
N 4.58084 -3.34116 -0.54063 0.8 0.5 -0.5 -0.28
N 6.47571 -1.99863 -0.36577 0.2 0.8 -2.4 -0.47
H 3.97040 -3.85377 -1.12086 -0.6 0.0 -1.1 0.14
H 4.34240 -3.46622 0.40843 0.4 0.4 1.1 0.22
H 7.05869 -1.31692 -0.89639 -0.7 -0.7 1.6 0.28
H 6.39277 -2.15634 0.59939 0.7 0.3 1.2 0.19
C -0.62997 4.78519 -2.94570 -0.9 -1.5 0.1 0.50
O -1.81625 4.36101 -2.91949 1.5 0.6 0.1 -0.74
N 0.32468 4.14145 -3.70411 0.9 2.3 0.9 -0.39
N -0.22192 5.80605 -2.15342 -0.9 -0.2 0.0 -0.37
H -0.07331 3.78447 -4.53920 0.2 -0.6 -1.0 0.30
H 1.31207 4.53282 -3.66773 -1.8 -0.7 -0.3 0.21
H 0.72579 6.09292 -2.17605 0.9 0.0 0.3 0.25
H -0.75948 5.92414 -1.30968 0.2 0.3 -0.2 0.24

90
Properties=species:S:1:pos:R:3:forces:R:3:mulliken_charge:R:1 method="wB97M-V/def2-TZVPD" homo_energy_ev=-7.9 e_above_lowest_kcal_mol=668.4 gap_ev=7.93
C 1.27981 -0.74313 3.22872 0.3 -0.3 0.7 -0.96
O 0.84614 -0.04226 4.39341 0.1 -0.7 -0.1 -0.60
H 1.51785 -0.04657 2.42483 -0.4 -0.5 1.1 0.12
H 2.12353 -1.39767 3.44739 0.8 0.4 0.2 0.42
H 0.61114 -1.51026 2.83823 -0.3 0.8 0.7 0.29
H 1.61607 0.49188 4.60201 -0.2 0.2 0.5 0.42
C -1.85854 -0.95618 2.84252 1.0 -1.2 2.2 -1.28
O -2.83316 -0.87690 1.84221 -1.6 -3.8 2.1 -0.61
H -2.12232 -1.60530 3.67748 -0.2 -0.4 -0.3 0.50
H -0.91918 -1.29598 2.40636 -0.6 0.2 0.3 -0.20
H -1.73950 -0.00021 3.35249 -0.1 -0.1 -0.4 0.47
H -3.37764 -1.66078 1.73883 0.2 -0.1 0.3 0.70
C -0.81208 0.20778 -3.23278 -1.2 0.2 -0.7 -0.78
O -1.40772 0.96983 -4.32656 0.1 -0.1 0.8 -0.71
H -0.65109 0.77213 -2.31425 -0.6 -0.5 -1.7 -0.17
H -1.50082 -0.60589 -3.00544 0.5 1.4 -0.8 0.31
H 0.12408 -0.25554 -3.54427 -0.7 0.5 -0.1 0.45
H -0.97686 1.82692 -4.36330 0.1 0.0 0.0 0.46
C 2.27652 -2.48025 -1.31814 1.3 0.4 0.3 0.01
O 2.76634 -1.70868 -2.39450 3.0 -6.4 -1.3 -0.71
H 2.15017 -3.55542 -1.44523 0.1 0.1 -0.9 0.56
H 3.03936 -2.43280 -0.54102 0.2 -0.3 0.5 0.22
H 1.32389 -2.13021 -0.92057 0.7 0.0 -0.4 -0.82
H 2.58428 -0.78369 -2.21325 0.6 -1.5 1.0 1.34
C -1.83349 2.85081 -1.23427 -1.1 1.0 1.1 -1.87
O -1.26335 2.20910 -0.04624 1.9 7.2 -5.1 -1.04
H -2.59603 3.57970 -0.95978 -0.1 0.0 0.2 0.33
H -1.07837 3.43490 -1.76034 0.2 -0.1 0.0 0.44
H -2.28231 2.14881 -1.93702 0.1 -0.2 -0.1 0.36
H -1.91763 1.66578 0.39908 0.0 0.4 0.0 0.83
C -0.18213 -0.12085 0.43833 0.1 -1.5 -0.2 1.36
O 0.35310 -1.40667 0.80364 -5.7 9.5 3.0 0.75
H -1.22824 -0.04287 0.73443 1.9 -0.7 -0.1 -0.29
H 0.38943 0.71141 0.84915 0.0 -0.9 0.0 -0.96
H -0.23159 -0.01043 -0.64494 0.2 -0.6 1.0 1.05
H 1.30991 -1.36362 0.73832 -1.8 0.1 -1.8 -0.08
C -3.87754 1.06781 0.42075 -0.9 1.6 0.9 -1.11
O -2.56822 0.99446 0.90472 -6.4 -1.0 1.2 -0.92
H -4.48255 1.36978 1.27566 -0.6 -0.4 -0.1 0.35
H -3.88126 1.95904 -0.20679 -0.3 -0.5 -0.5 0.43
H -4.25901 0.16126 -0.04909 0.1 0.2 0.0 0.32
H -2.54405 0.27737 1.54253 -0.8 0.2 -0.3 0.67
C 0.15202 -2.23934 -2.80632 -0.4 -0.6 -0.2 -0.87
O -1.03303 -2.37506 -3.52239 1.5 -1.8 -1.9 -0.76
H -0.05774 -1.57773 -1.96586 0.5 -0.1 0.0 0.06
H 0.50879 -3.17721 -2.38061 -0.4 -0.1 -0.4 0.45
H 0.94294 -1.77682 -3.39677 -0.3 -0.5 0.0 0.71
H -1.75194 -2.22470 -2.90421 0.3 -1.0 -0.9 0.26
C 2.24007 0.79453 -3.03568 -0.7 0.7 -0.2 -1.15
O 1.81317 0.04225 -1.89618 0.3 3.0 -0.5 0.00
H 1.42512 0.79809 -3.75952 0.3 0.5 0.0 0.17
H 2.53488 1.80586 -2.75567 0.0 0.0 -0.1 0.30
H 3.07330 0.30657 -3.54137 0.1 -0.2 0.4 0.57
H 1.22413 0.54119 -1.32548 -0.5 -0.1 -0.6 -1.46
C -0.61417 1.97305 2.46322 0.8 0.2 0.3 2.06
O -0.95398 3.13789 3.20044 -0.5 0.0 0.3 -0.70
H 0.13325 1.36599 2.97404 -0.1 0.3 0.2 0.17
H -1.48887 1.33750 2.32505 0.8 1.4 0.8 -0.66
H -0.28086 2.21422 1.45384 -0.1 0.3 1.0 -0.22
H -0.25596 3.79631 3.17124 0.1 -0.2 -0.2 0.37
C 3.40279 -0.26282 0.58722 1.2 1.3 0.0 -1.31
O 2.23984 -0.91381 0.97107 8.9 1.1 0.7 0.24
H 4.02748 -0.89064 -0.04816 0.1 0.3 0.0 0.63
H 3.12272 0.68183 0.12108 0.6 -0.9 0.1 0.35
H 3.83489 -0.05143 1.56533 1.0 0.2 -0.4 0.32
H 2.58126 -1.78629 1.18041 0.2 -0.7 0.6 0.65
C 2.68899 2.10515 2.04479 -0.1 0.4 1.3 -0.98
O 3.55551 2.47513 1.00347 0.2 0.2 -0.2 -0.52
H 2.21875 3.01012 2.42950 0.2 0.1 0.6 0.30
H 1.82380 1.49215 1.79225 0.9 0.0 -0.6 -0.04
H 3.19948 1.52684 2.81489 0.1 0.3 0.3 0.57
H 4.45265 2.53177 1.34040 0.0 0.0 0.1 0.41
C 1.31887 2.24031 -0.47751 0.5 1.7 -1.3 0.13
O 0.37715 1.56375 -1.34744 3.7 4.5 0.4 -0.79
H 2.29287 1.78669 -0.66098 -0.5 0.3 0.2 0.17
H 1.47104 3.28286 -0.75686 -0.2 0.2 -0.6 0.45
H 1.15877 2.37161 0.59264 -0.8 -0.7 -0.9 -0.60
H -0.47627 1.96125 -1.15965 0.6 -0.7 0.8 1.23
C -2.37225 -1.19398 -1.00216 0.0 0.5 2.2 -1.29
O -2.76533 -1.74389 -2.19509 -3.4 0.1 1.1 -0.46
H -2.95897 -1.56974 -0.16391 -0.5 0.3 -0.6 1.67
H -1.38541 -1.53807 -0.69257 -0.3 0.2 -0.9 -1.05
H -2.47656 -0.10981 -0.95971 0.5 -0.2 -0.6 0.78
H -3.72524 -1.73208 -2.18832 -0.1 -0.2 -0.6 0.45
C -1.48392 -3.43099 0.83514 1.3 -1.1 -0.8 -0.97
O -0.16218 -3.22520 0.32131 -4.1 -10.4 -1.5 -0.74
H -2.24692 -2.95804 0.21687 0.2 -0.2 0.5 0.26
H -1.77427 -4.47959 0.77000 0.4 -0.4 -0.1 0.48
H -1.60443 -3.22289 1.89828 0.1 0.4 0.2 0.18
H 0.16704 -2.32959 0.42668 -1.7 -1.5 -1.3 0.13

102
Properties=species:S:1:pos:R:3:forces:R:3:mulliken_charge:R:1 method="wB97M-V/def2-TZVPD" homo_energy_ev=-9.7 gap_ev=9.40
O -7.12717 21.45836 6.76160 0.1 0.0 0.0 -0.68
H -6.69377 22.21044 7.18446 0.0 0.0 -0.1 0.29
H -8.01168 21.77603 6.54824 0.0 0.0 0.0 0.26
O -3.87275 18.01204 6.12247 0.3 -0.7 -0.3 -0.70
H -4.60102 18.11741 5.49902 -0.2 0.1 0.1 0.30
H -3.11970 18.43743 5.69645 -0.1 0.0 0.0 0.28
O -4.33688 20.48689 10.71006 0.3 -0.2 0.0 -0.69
H -4.20970 19.78770 10.04730 -0.1 0.2 0.4 0.34
H -4.37951 20.02427 11.55500 -0.2 0.0 -0.1 0.25
O 0.85362 23.97186 8.37668 0.1 0.1 -0.1 -0.74
H 1.01854 23.44489 9.18221 0.0 0.3 0.2 0.27
H 1.25144 23.45337 7.66784 -0.3 -0.1 0.0 0.11
O -0.11004 20.16885 10.99763 0.4 -1.1 0.1 -0.66
H -0.14104 19.50642 11.70020 0.2 0.1 0.0 0.26
H 0.13772 19.67554 10.20367 0.1 0.2 0.0 0.23
O -2.04076 21.88070 11.80646 0.3 -0.3 0.4 -0.66
H -2.80253 21.42107 11.41123 0.2 0.3 -0.1 0.41
H -1.28848 21.26736 11.71718 -0.8 0.6 -0.2 0.34
O -3.01050 20.96041 4.05646 -0.2 -0.1 0.0 -0.70
H -3.89074 20.75946 4.42585 -0.1 -0.2 0.0 0.05
H -3.18934 21.27978 3.16470 0.2 0.0 0.0 0.27
O -0.81739 19.01874 3.70118 -0.1 0.0 0.2 -0.66
H -1.48668 19.64891 4.00629 0.0 0.0 -0.1 0.32
H -0.97211 18.22308 4.21909 0.1 -0.1 -0.1 0.31
O -3.72411 18.29831 8.89560 0.2 -2.3 0.8 -0.77
H -3.84698 18.07179 7.94986 0.0 -0.2 0.0 0.48
H -2.77892 18.20528 9.05021 0.0 -0.2 0.1 0.31
O -6.44122 19.04956 8.63012 0.3 -0.2 -0.1 -0.70
H -5.51990 18.80991 8.81777 -0.7 0.1 0.1 0.47
H -6.38420 19.83846 8.08078 -0.2 0.1 0.0 0.36
O -3.35149 24.46319 7.78560 -0.1 -0.1 -0.4 -0.90
H -3.06167 23.61515 7.42006 0.2 0.0 -0.1 0.11
H -2.59999 25.06959 7.61627 0.0 -0.2 0.5 0.46
O -5.77285 20.09270 4.70677 0.3 0.2 -0.2 -0.60
H -6.01872 20.52335 3.88007 -0.2 -0.1 0.0 0.30
H -6.26522 20.58534 5.39621 0.0 0.0 0.1 0.35
O 1.40610 22.55055 10.72074 0.0 -0.1 -0.2 -0.69
H 1.19496 22.90290 11.59161 -0.1 0.0 -0.1 0.31
H 0.84277 21.76585 10.62007 0.2 0.2 0.3 0.40
O -4.11689 24.02158 10.44590 -0.2 -0.3 -0.1 -0.64
H -3.91207 23.88862 9.50329 0.0 0.5 0.3 0.32
H -3.59185 24.78581 10.69665 0.1 0.0 -0.1 0.29
C -2.07974 26.75553 5.48153 0.2 0.1 -0.6 -1.49
C -0.93003 25.93022 6.04442 -0.7 0.2 0.5 1.80
C 0.42057 26.46308 5.63657 0.4 0.0 -1.1 -1.41
O -1.06152 25.96797 7.47402 0.5 0.2 -0.5 -0.70
H -2.08635 26.69449 4.38897 0.1 0.0 0.0 0.37
H -1.95908 27.80973 5.73613 0.0 0.0 0.1 0.47
H -3.06171 26.41822 5.81060 0.1 -0.1 0.3 0.19
H -1.07433 24.88060 5.75031 0.2 0.0 -0.3 -0.65
H 0.52931 27.52316 5.86868 0.0 -0.1 0.3 0.41
H 0.54812 26.39670 4.54938 -0.2 0.0 0.0 0.36
H 1.27670 25.90370 6.01486 -0.2 0.0 0.5 0.27
H -0.25176 25.52474 7.77902 -0.3 -0.3 0.7 0.35
C -5.80882 26.01237 3.87088 0.2 -0.3 -1.2 -1.54
C -5.91422 24.47564 3.91345 0.9 2.0 2.1 0.53
C -4.78346 23.91916 4.76642 0.5 -1.0 -0.2 -0.07
O -7.09271 24.16499 4.64277 -0.8 -1.1 -0.4 -0.54
H -6.42039 26.33306 3.02284 0.1 0.5 0.1 0.42
H -4.77101 26.31427 3.72215 -0.1 0.1 -0.3 0.27
H -6.13125 26.54320 4.76689 -0.2 -0.5 0.2 0.44
H -5.88039 24.03421 2.91318 -0.4 0.1 0.0 0.25
H -3.76582 24.29384 4.62509 -0.2 0.3 -0.6 0.12
H -4.74010 22.85102 4.53251 0.1 -0.1 0.5 -0.32
H -4.95014 24.06998 5.83174 -0.3 0.0 0.0 0.23
H -7.62458 24.94712 4.79442 0.1 0.2 -0.2 0.29
C 2.70384 23.30308 5.38316 -1.2 -1.1 0.4 -1.50
C 1.35625 22.68956 4.95109 -0.4 0.8 -0.3 1.27
C 1.48580 21.75608 3.75223 0.6 0.0 0.4 -1.26
O 0.78631 22.05143 6.10336 0.2 -0.1 -0.4 1.95
H 3.22586 22.44148 5.80626 0.7 0.2 -0.3 0.19
H 2.55146 23.96409 6.23433 0.1 0.4 -0.2 0.36
H 3.21764 23.79059 4.56125 0.2 -0.1 0.1 0.48
H 0.62708 23.46265 4.67862 0.3 0.3 -0.1 -0.11
H 0.52611 21.43626 3.35142 0.0 0.0 0.1 0.24
H 2.06634 20.88186 4.05082 -0.1 -0.2 -0.1 0.07
H 2.06775 22.24697 2.96975 -0.2 0.1 -0.1 0.44
H -0.18580 22.05683 6.00680 0.1 0.0 0.4 -0.89
C 1.65388 18.54336 6.22451 0.2 -0.2 0.8 -0.78
C 2.75525 19.15261 7.08487 0.2 1.0 -0.1 0.52
C 4.02451 19.54240 6.33478 0.9 -0.4 0.4 -1.40
O 2.24480 20.28802 7.79616 -0.2 0.2 -0.1 -0.58
H 0.84081 18.38097 6.93780 -0.3 0.0 -0.3 0.14
H 1.93117 17.57049 5.81647 0.1 0.1 -0.1 0.47
H 1.32756 19.21548 5.43849 0.0 0.0 -0.1 0.03
H 3.03442 18.46536 7.88502 0.0 -0.2 -0.1 0.35
H 3.89835 20.18044 5.46086 -0.3 -0.2 -0.1 0.23
H 4.61391 18.65660 6.07648 -0.4 -0.1 -0.5 0.43
H 4.73964 20.05885 6.98174 -0.4 0.2 0.3 0.34
H 1.91610 20.96795 7.16933 0.0 -0.6 0.2 0.04
C -1.61190 21.24318 8.75687 0.1 1.3 -1.0 -0.82
C -2.14598 20.92652 7.36223 -0.8 -0.2 0.7 1.13
C -3.59070 20.50642 7.48094 -0.4 0.7 -0.2 1.19
O -2.07959 22.05789 6.49000 0.8 0.3 -0.4 0.40
H -1.67971 20.34709 9.36856 0.0 0.2 0.0 0.44
H -2.15929 22.06686 9.22409 -0.3 -0.3 0.1 -0.03
H -0.60246 21.65862 8.69139 0.2 -0.5 0.0 -0.06
H -1.53997 20.08097 7.00876 0.1 0.1 -0.5 -0.33
H -3.98166 20.11855 6.53951 0.0 0.3 0.2 0.05
H -4.21521 21.35026 7.78167 0.2 0.3 0.0 0.14
H -3.69751 19.74129 8.25374 0.1 1.5 -1.1 -1.87
H -2.45812 21.84687 5.61039 0.1 -0.1 0.5 -0.01